{"formula": "C33H45B2N6O17Pb", "method": "ωB97M-V/def2-TZVPD", "lumo_energy_ev": -4.404, "spin_multiplicity": 1, "charge": -1, "homo_lumo_gap_ev": 3.01, "homo_ev": -7.4, "elements": ["Pb", "O", "C", "O", "B", "O", "C", "O", "O", "C", "O", "C", "O", "O", "O", "C", "O", "B", "O", "C", "O", "O", "C", "O", "C", "O", "O", "C", "O", "H", "H", "H", "C", "C", "C", "C", "N", "H", "H", "H", "H", "H", "H", "H", "C", "C", "C", "C", "N", "H", "H", "H", "H", "H", "H", "H", "C", "C", "C", "C", "N", "H", "H", "H", "H", "H", "H", "H", "C", "C", "C", "C", "N", "H", "H", "H", "H", "H", "H", "H", "C", "C", "C", "C", "N", "H", "H", "H", "H", "H", "H", "H", "C", "C", "C", "C", "N", "H", "H", "H", "H", "H", "H", "H"], "xyz": [[-8.463, 18.945, -23.425], [-11.056, 9.994, -16.671], [-10.129, 10.765, -16.763], [-10.078, 11.781, -17.606], [-8.684, 12.324, -17.592], [-7.977, 11.710, -16.444], [-8.784, 10.776, -15.887], [-8.632, 10.083, -14.845], [-8.654, 13.801, -17.370], [-8.465, 14.498, -18.470], [-8.492, 15.724, -18.661], [-7.974, 13.471, -19.523], [-7.995, 12.220, -18.919], [-7.687, 13.756, -20.660], [-18.567, 12.426, -22.272], [-18.123, 13.543, -21.989], [-17.031, 13.874, -21.325], [-16.742, 15.308, -21.443], [-17.974, 15.869, -22.059], [-18.779, 14.879, -22.455], [-19.848, 15.008, -23.105], [-15.530, 15.526, -22.185], [-14.668, 16.332, -21.525], [-13.584, 16.667, -22.013], [-15.456, 16.852, -20.269], [-16.507, 16.025, -20.115], [-15.171, 17.712, -19.473], [-10.938, 22.473, -20.144], [-9.735, 22.490, -20.882], [-11.257, 23.414, -19.697], [-11.737, 22.453, -20.885], [-11.137, 21.705, -19.397], [-10.956, 17.927, -14.146], [-10.049, 18.224, -12.916], [-8.538, 18.340, -13.289], [-8.284, 19.438, -14.282], [-8.191, 20.334, -14.981], [-10.811, 18.744, -14.851], [-11.993, 18.164, -13.907], [-10.818, 16.962, -14.634], [-10.211, 17.515, -12.104], [-10.398, 19.196, -12.568], [-8.251, 17.386, -13.732], [-7.842, 18.531, -12.472], [-13.411, 9.241, -24.115], [-13.124, 10.156, -23.057], [-11.565, 10.330, -22.792], [-10.664, 10.425, -23.993], [-9.980, 10.519, -24.915], [-12.817, 8.346, -23.930], [-13.158, 9.737, -25.053], [-14.470, 8.991, -24.179], [-13.563, 9.872, -22.100], [-13.600, 11.075, -23.400], [-11.129, 9.548, -22.171], [-11.476, 11.229, -22.181], [-21.784, 18.699, -17.937], [-22.656, 18.564, -16.750], [-24.044, 18.145, -17.088], [-24.918, 18.232, -15.881], [-25.642, 18.330, -14.989], [-22.265, 19.432, -18.585], [-21.647, 17.798, -18.535], [-20.771, 19.051, -17.741], [-22.613, 19.560, -16.309], [-22.090, 17.909, -16.087], [-24.120, 17.097, -17.380], [-24.468, 18.745, -17.892], [-16.693, 15.578, -29.911], [-15.749, 16.034, -28.715], [-14.287, 15.524, -28.922], [-13.166, 16.121, -28.137], [-12.392, 16.658, -27.506], [-17.701, 15.327, -29.583], [-16.259, 14.701, -30.391], [-16.707, 16.342, -30.689], [-16.104, 15.653, -27.757], [-15.728, 17.123, -28.744], [-14.041, 15.677, -29.973], [-14.089, 14.454, -28.870], [-17.543, 10.812, -16.384], [-18.085, 9.655, -17.310], [-19.602, 9.300, -17.264], [-20.413, 10.491, -17.045], [-21.033, 11.375, -16.907], [-17.778, 10.560, -15.350], [-18.177, 11.667, -16.621], [-16.503, 11.132, -16.448], [-17.535, 8.761, -17.016], [-17.851, 9.890, -18.349], [-19.750, 8.646, -16.405], [-19.980, 8.752, -18.127], [-18.432, 22.134, -23.379], [-16.960, 21.850, -23.431], [-16.256, 22.166, -24.786], [-14.779, 21.908, -24.828], [-13.649, 21.777, -24.876], [-18.619, 23.189, -23.177], [-18.843, 21.546, -22.559], [-18.992, 21.865, -24.274], [-16.963, 20.761, -23.461], [-16.489, 22.164, -22.500], [-16.334, 23.250, -24.870], [-16.810, 21.810, -25.654]], "lowdin_charge": [1.27, 0.12, -0.38, 0.21, -0.82, 0.20, -0.29, 0.07, 0.21, -0.37, 0.08, -0.34, 0.18, 0.12, 0.10, -0.36, 0.23, -0.87, 0.20, -0.32, 0.07, 0.22, -0.31, 0.09, -0.37, 0.19, 0.13, -0.26, -0.23, 0.07, 0.07, 0.08, -0.10, -0.24, -0.17, -0.24, 0.13, 0.06, 0.07, 0.08, 0.10, 0.10, 0.11, 0.10, -0.16, -0.28, -0.15, -0.23, 0.12, 0.09, 0.08, 0.08, 0.12, 0.11, 0.11, 0.11, -0.13, -0.31, -0.19, -0.22, 0.12, 0.07, 0.08, 0.08, 0.12, 0.12, 0.13, 0.12, -0.09, -0.21, -0.20, -0.23, 0.12, 0.07, 0.06, 0.06, 0.11, 0.10, 0.11, 0.11, -0.09, -0.23, -0.17, -0.29, 0.16, 0.07, 0.06, 0.07, 0.09, 0.10, 0.11, 0.12, -0.13, -0.26, -0.17, -0.22, 0.12, 0.07, 0.08, 0.08, 0.11, 0.12, 0.11, 0.12]}